(1)
The following is a quantum chemistry calculation of a molecular structure, C22H38KN3O3SbSi3 at a distorted geometry, from the OMol25 dataset.

Geometry as ORCA input:
```
! wB97M-V def2-TZVPD RIJCOSX def2/J DEFGRID3
* xyz -1 1
K -0.277 -3.203 0.591
C -2.246 1.679 -0.546
Sb -1.286 -0.033 0.364
C -1.156 -1.277 -1.301
C -0.560 -0.757 -2.528
C 0.774 -1.094 -2.858
C 1.334 -0.678 -4.042
C 0.556 0.086 -4.914
C -0.737 0.373 -4.526
N -1.291 -0.020 -3.382
Si -2.773 -2.095 -1.569
C -3.351 -3.042 -0.022
C -2.579 -3.356 -2.964
C -4.327 -1.084 -2.026
C 0.643 1.039 1.063
C 1.738 0.020 1.200
C 2.961 0.293 1.828
C 3.929 -0.686 1.916
C 3.691 -1.942 1.371
C 2.455 -2.138 0.784
N 1.514 -1.200 0.712
Si 0.140 1.563 2.841
C -1.528 2.438 2.927
C 0.083 0.042 3.951
C 1.343 2.787 3.657
Si 1.248 2.492 -0.010
C 0.233 4.073 0.200
C 3.016 3.039 0.427
C 1.355 2.057 -1.833
H -3.192 1.290 -0.916
H -1.707 2.070 -1.404
H -2.446 2.468 0.177
H 1.331 -1.694 -2.150
H 2.355 -0.946 -4.289
H 0.935 0.443 -5.863
H -1.378 0.959 -5.182
H -2.620 -3.759 0.360
H -4.242 -3.625 -0.265
H -3.607 -2.379 0.803
H -1.798 -4.080 -2.732
H -2.299 -2.859 -3.891
H -3.507 -3.900 -3.143
H -4.652 -0.429 -1.217
H -5.150 -1.775 -2.233
H -4.156 -0.467 -2.906
H 3.152 1.268 2.249
H 4.869 -0.466 2.410
H 4.415 -2.743 1.418
H 2.211 -3.106 0.343
H -2.364 1.801 2.644
H -1.572 3.345 2.325
H -1.675 2.728 3.970
H -0.657 -0.682 3.610
H -0.189 0.341 4.966
H 1.044 -0.467 4.006
H 1.479 3.713 3.100
H 2.327 2.368 3.860
H 0.909 3.058 4.624
H 0.284 4.472 1.214
H -0.811 3.985 -0.077
H 0.689 4.816 -0.458
H 3.165 3.342 1.462
H 3.218 3.912 -0.200
H 3.765 2.288 0.179
H 0.402 1.840 -2.307
H 1.985 1.179 -1.974
H 1.820 2.889 -2.367
O 1.485 -5.751 2.868
N 0.696 -5.152 2.146
O -0.167 -4.384 2.633
O 0.752 -5.287 0.894
*
```

Values from the calculation:
Gap between HOMO and LUMO (eV): 6.4
HOMO level (eV): -3.96
LUMO energy (eV): 2.420

***

(2)
The following is a quantum chemistry calculation of C22H38N4O3 in the gas phase at a distorted geometry, from the OMol25 dataset.

Geometry as ORCA input:
```
! wB97M-V def2-TZVPD RIJCOSX def2/J DEFGRID3
* xyz 0 1
H -2.439 0.371 1.083
N -3.381 0.765 1.229
C -3.283 1.968 1.643
C -1.840 2.568 1.861
N -1.047 2.581 0.604
C -1.578 3.708 -0.199
C -2.554 3.234 -1.374
N -3.984 3.496 -1.013
C 0.385 2.735 0.936
C 1.231 1.493 0.347
C 1.602 1.932 -1.146
C 3.010 2.659 -1.242
O 3.851 1.847 -2.104
O 0.341 0.366 0.317
C 0.929 -0.845 0.804
C 2.232 -1.150 -0.074
C 2.629 -2.667 -0.079
C 2.746 -3.365 -1.493
N 2.836 -3.398 0.950
H 2.727 -2.794 1.778
C -0.173 -1.967 0.680
C -0.529 -2.391 -0.773
C -0.313 -1.605 -1.974
C -0.637 -2.087 -3.327
C -1.213 -3.407 -3.513
C -1.476 -4.203 -2.307
C -1.151 -3.724 -0.961
C -1.490 -4.693 0.215
O 1.395 -0.799 2.156
C 0.405 -0.349 3.102
C 1.048 0.872 3.901
H -4.227 2.528 1.870
H -1.865 3.583 2.366
H -1.327 1.886 2.587
H -2.208 4.418 0.417
H -0.796 4.342 -0.691
H -2.383 2.169 -1.668
H -2.351 3.904 -2.261
H -4.438 4.074 -1.719
H -4.498 2.615 -0.989
H 0.534 2.869 2.038
H 0.849 3.645 0.453
H 2.130 1.369 1.000
H 0.826 2.696 -1.448
H 1.510 1.099 -1.882
H 2.874 3.670 -1.693
H 3.426 2.739 -0.204
H 4.183 1.136 -1.528
H 2.125 -0.818 -1.130
H 3.063 -0.586 0.434
H 2.231 -4.361 -1.506
H 2.197 -2.732 -2.250
H 3.816 -3.423 -1.827
H -1.124 -1.538 1.121
H 0.128 -2.805 1.350
H 0.151 -0.600 -1.911
H -0.404 -1.422 -4.196
H -1.430 -3.772 -4.544
H -1.929 -5.219 -2.424
H -1.166 -5.746 0.003
H -2.611 -4.720 0.351
H -1.049 -4.385 1.192
H 0.298 -1.175 3.865
H -0.592 -0.114 2.663
H 1.887 1.251 3.247
H 0.351 1.733 4.036
H 1.540 0.541 4.851
*
```

Values from the calculation:
Gap between HOMO and LUMO (eV): 9.3
SMILES: [H]/N=C\CN(CCN)C[C@H](CCO)O[C@](C/C(C)=N\[H])(Cc1ccccc1C)OCC
HOMO level (eV): -8.72
LUMO energy (eV): 0.617

***

(3)
The following is a quantum chemistry calculation of a molecular structure, C22H39Br24FNO3S at a distorted geometry, from the OMol25 dataset.

Geometry as ORCA input:
```
! wB97M-V def2-TZVPD RIJCOSX def2/J DEFGRID3
* xyz 1 1
C -6.204 -1.477 -0.010
C -6.367 -0.788 1.345
C -5.002 -0.257 1.828
C -5.175 0.776 2.940
C -3.895 1.483 3.450
C -2.609 1.284 2.647
C -1.792 0.031 3.018
C -0.889 -0.440 1.869
C -1.705 -1.280 0.860
C -0.853 -2.339 0.153
C 0.156 -1.837 -0.860
N -0.414 -1.325 -2.163
C 0.734 -1.023 -3.106
O -1.309 -0.256 -2.029
C -0.661 1.018 -1.830
C -1.724 1.934 -1.215
S -1.395 -2.624 -2.935
O -0.632 -3.801 -2.833
O -2.705 -2.497 -2.438
F -1.334 -2.071 -4.356
H -5.308 -2.102 -0.017
H -7.048 -2.119 -0.256
H -6.088 -0.743 -0.808
H -6.689 -1.534 2.070
H -7.080 0.030 1.266
H -4.473 -1.114 2.244
H -4.493 0.152 0.955
H -5.924 1.504 2.630
H -5.628 0.248 3.782
H -4.103 2.554 3.428
H -3.699 1.257 4.498
H -1.968 2.141 2.863
H -2.775 1.297 1.570
H -1.131 0.301 3.845
H -2.417 -0.784 3.379
H -0.166 -1.142 2.283
H -0.402 0.410 1.388
H -2.434 -1.832 1.451
H -2.284 -0.659 0.181
H -0.252 -2.824 0.924
H -1.504 -3.111 -0.254
H 0.794 -2.673 -1.146
H 0.825 -1.080 -0.458
H 1.554 -0.583 -2.553
H 1.042 -1.965 -3.554
H 0.384 -0.386 -3.911
H 0.170 0.992 -1.127
H -0.368 1.477 -2.770
H -1.606 2.039 -0.142
H -1.664 2.904 -1.700
H -2.711 1.543 -1.461
C -2.426 3.687 -5.064
Br -1.129 4.629 -4.002
Br -2.175 1.779 -4.920
Br -4.224 4.195 -4.638
H -2.249 3.954 -6.097
C 2.637 -2.549 3.798
Br 2.241 -1.683 5.466
Br 1.320 -3.876 3.347
Br 2.861 -1.271 2.372
H 3.579 -3.065 3.916
C -0.434 4.436 -9.090
Br 0.806 3.938 -7.702
Br -2.147 3.587 -8.839
Br -0.602 6.341 -9.249
H -0.033 4.066 -10.022
C 5.579 1.746 0.663
Br 6.272 3.530 0.768
Br 3.653 1.754 0.495
Br 6.400 0.727 -0.746
H 5.816 1.253 1.595
C 6.259 7.428 2.398
Br 8.035 6.848 1.916
Br 5.771 6.833 4.161
Br 6.049 9.327 2.200
H 5.571 6.958 1.712
C 1.897 5.673 1.519
Br 0.518 5.036 0.334
Br 3.580 5.816 0.597
Br 1.408 7.320 2.375
H 2.019 4.930 2.294
C 3.941 -7.171 2.788
Br 2.975 -8.613 3.607
Br 2.991 -6.454 1.271
Br 4.406 -5.811 4.074
H 4.870 -7.577 2.412
C 6.965 -9.343 0.186
Br 8.760 -9.908 -0.195
Br 6.390 -9.919 1.930
Br 6.756 -7.438 -0.031
H 6.317 -9.817 -0.537
*
```

Values from the calculation:
Gap between HOMO and LUMO (eV): 9.1
HOMO level (eV): -11.59
LUMO energy (eV): -2.507

***

(4)
The following is a quantum chemistry calculation of a molecular structure, C22H39CdN2OP2S at a distorted geometry, from the OMol25 dataset.

Geometry as ORCA input:
```
! wB97M-V def2-TZVPD RIJCOSX def2/J DEFGRID3
* xyz 1 1
Cd -1.725 0.429 -0.414
C -1.784 -2.726 -1.966
P -0.958 -1.144 -2.281
C 0.790 -1.444 -1.845
N 1.424 -2.202 -2.696
C 2.663 -2.571 -2.432
C 3.450 -3.388 -3.298
C 4.719 -3.794 -2.949
C 5.224 -3.429 -1.704
C 4.570 -2.572 -0.836
C 3.340 -2.100 -1.237
N 2.579 -1.339 -0.402
C 1.377 -0.949 -0.673
P 0.515 0.115 0.642
C 1.676 1.535 1.028
C 0.433 -1.031 2.098
C 1.890 -1.273 2.632
C -0.347 -0.270 3.171
C -0.366 -2.275 1.608
C -1.024 -0.668 -4.056
C 0.104 0.397 -4.361
C -2.392 -0.196 -4.516
C -0.645 -1.951 -4.883
H -1.038 -3.553 -2.333
H -2.764 -2.740 -2.428
H -1.974 -2.813 -0.864
H 2.919 -3.719 -4.205
H 5.282 -4.417 -3.568
H 6.155 -3.892 -1.318
H 4.909 -2.347 0.171
H 2.742 1.199 0.835
H 1.409 1.753 2.151
H 1.447 2.335 0.462
H 2.444 -0.341 2.920
H 2.543 -1.663 1.838
H 1.910 -1.953 3.483
H 0.412 0.344 3.660
H -0.751 -0.959 3.889
H -1.191 0.345 2.790
H -0.091 -2.617 0.570
H -1.462 -1.928 1.614
H -0.219 -3.087 2.233
H 0.268 1.182 -3.570
H -0.161 0.834 -5.335
H 1.078 -0.079 -4.430
H -2.623 0.825 -4.205
H -3.243 -0.817 -4.236
H -2.413 -0.297 -5.612
H 0.401 -2.216 -4.914
H -0.955 -1.782 -5.910
H -1.162 -2.858 -4.570
C 0.045 3.283 4.737
C -1.174 4.057 4.594
S -2.391 3.357 3.420
O -1.448 3.030 2.354
C -3.281 4.893 2.927
C -4.800 4.887 3.113
H 0.829 3.811 5.202
H 0.426 2.874 3.790
H -0.059 2.424 5.352
H -1.034 5.058 4.341
H -1.775 4.001 5.544
H -3.068 5.055 1.905
H -2.935 5.723 3.538
H -5.169 4.106 2.483
H -5.179 5.909 2.941
H -5.045 4.740 4.181
H -3.329 0.899 -0.171
*
```

Values from the calculation:
Gap between HOMO and LUMO (eV): 7.4
HOMO level (eV): -10.98
LUMO energy (eV): -3.625

***

(5)
The following is a quantum chemistry calculation of 6 unconnected molecules or ions with the total composition C22H39Cl2N5 at a distorted geometry, from the OMol25 dataset.

Geometry as ORCA input:
```
! wB97M-V def2-TZVPD RIJCOSX def2/J DEFGRID3
* xyz 0 1
C -9.903 -29.653 -11.218
C -8.512 -29.916 -10.698
C -7.607 -30.767 -11.635
C -8.349 -31.832 -12.346
N -8.858 -32.684 -12.920
H -10.438 -30.603 -11.298
H -9.931 -29.155 -12.189
H -10.509 -29.038 -10.550
H -8.453 -30.450 -9.750
H -7.964 -28.971 -10.659
H -6.909 -31.342 -11.026
H -7.054 -30.122 -12.313
C -9.571 -30.978 -4.953
C -9.113 -29.579 -5.325
C -10.303 -28.596 -5.480
C -10.933 -28.757 -6.815
N -11.419 -28.912 -7.843
H -10.233 -31.100 -4.087
H -8.694 -31.577 -4.697
H -10.186 -31.374 -5.764
H -8.546 -29.732 -6.246
H -8.447 -29.034 -4.654
H -9.888 -27.589 -5.473
H -11.136 -28.766 -4.801
C -5.071 -24.363 -3.575
C -5.344 -23.756 -4.965
C -6.796 -23.927 -5.466
C -7.212 -25.333 -5.421
N -7.482 -26.442 -5.417
H -5.449 -23.758 -2.751
H -4.011 -24.580 -3.489
H -5.638 -25.294 -3.481
H -4.719 -24.318 -5.662
H -5.122 -22.692 -4.996
H -6.921 -23.304 -6.351
H -7.453 -23.375 -4.779
C -6.138 -22.043 -12.666
C -6.934 -22.534 -11.464
C -8.410 -22.057 -11.428
C -9.101 -22.290 -12.711
N -9.619 -22.513 -13.711
H -5.176 -22.550 -12.596
H -5.983 -20.969 -12.543
H -6.606 -22.192 -13.634
H -6.623 -22.229 -10.461
H -6.963 -23.624 -11.368
H -8.394 -20.963 -11.370
H -8.944 -22.461 -10.573
C -3.210 -29.517 -6.272
C -4.524 -30.253 -6.089
C -5.639 -29.755 -7.052
C -5.180 -29.303 -8.357
N -4.884 -28.933 -9.404
H -2.822 -29.729 -7.275
H -2.441 -30.009 -5.671
H -3.297 -28.451 -6.094
H -4.908 -29.915 -5.120
H -4.493 -31.337 -6.086
H -6.305 -29.002 -6.628
H -6.296 -30.606 -7.272
Cl -6.593 -25.394 -8.853
C -8.026 -26.137 -9.637
C -8.830 -26.888 -8.598
Cl -9.967 -25.789 -7.760
H -7.572 -26.854 -10.319
H -8.558 -25.372 -10.191
H -8.185 -27.340 -7.848
H -9.458 -27.677 -9.005
*
```

Values from the calculation:
Gap between HOMO and LUMO (eV): 11.1
SMILES: CCCC#N.CCCC#N.CCCC#N.CCCC#N.CCCC#N.ClCCCl
HOMO level (eV): -10.82
LUMO energy (eV): 0.314

***

(6)
The following is a quantum chemistry calculation of a molecular structure, C22H39F12MgN5O3P2 at a distorted geometry, from the OMol25 dataset.

Geometry as ORCA input:
```
! wB97M-V def2-TZVPD RIJCOSX def2/J DEFGRID3
* xyz 1 2
Mg -1.631 2.085 -1.986
P 0.741 0.789 -0.052
F -0.450 0.890 -1.146
F 1.446 1.270 -1.379
F 0.444 2.305 0.470
F 2.105 0.732 0.814
F -0.405 0.338 1.046
F 1.100 -0.779 -0.597
P -0.768 1.487 -5.301
F -0.263 -0.033 -4.927
F 0.700 2.188 -5.133
F -0.548 1.266 -6.892
F -1.288 3.038 -5.500
F -2.260 0.942 -5.406
F -1.067 1.519 -3.670
C 3.035 -0.698 -3.737
C 3.583 -0.511 -2.431
N 4.052 -0.468 -1.392
H 3.202 -1.725 -4.065
H 3.383 0.059 -4.439
H 1.968 -0.478 -3.703
C 4.828 3.308 2.852
C 4.737 2.056 2.202
N 4.713 0.997 1.716
H 3.837 3.742 2.716
H 5.658 3.840 2.385
H 5.048 3.395 3.916
C -2.104 4.341 2.184
C -2.191 3.521 0.912
N -2.278 2.919 -0.086
H -3.080 4.826 2.198
H -1.150 4.868 2.143
H -1.972 3.801 3.122
C 1.519 5.349 -1.299
C 0.501 4.353 -1.651
N -0.232 3.551 -2.012
H 2.487 5.014 -1.671
H 1.566 5.319 -0.210
H 1.319 6.355 -1.668
C 1.200 1.783 3.928
C 1.558 3.017 4.534
N 1.728 4.084 4.978
H 0.254 1.411 4.322
H 1.910 1.007 4.214
H 1.302 1.803 2.843
C -0.764 -2.413 3.407
C -0.721 -2.036 4.877
C 0.770 -1.858 5.036
O 1.260 -1.316 3.852
C 0.581 -1.979 2.801
H -1.633 -2.033 2.870
H -0.864 -3.498 3.389
H -1.066 -2.769 5.607
H -1.294 -1.148 5.142
H 1.316 -2.687 5.487
H 1.038 -0.957 5.587
H 1.121 -2.900 2.580
H 0.619 -1.450 1.849
C -3.075 -1.219 -0.982
C -4.355 -0.470 -0.727
C -4.178 0.769 -1.510
O -2.773 0.622 -2.017
C -2.649 -0.697 -2.304
H -3.108 -2.307 -0.938
H -2.301 -1.006 -0.245
H -4.471 -0.407 0.355
H -5.252 -0.983 -1.074
H -4.251 1.746 -1.033
H -4.914 0.816 -2.313
H -1.647 -0.901 -2.680
H -3.278 -0.715 -3.194
C -0.855 -4.495 -1.712
C -0.944 -5.964 -1.455
C 0.539 -6.340 -1.235
O 1.058 -5.141 -0.457
C 0.304 -3.949 -0.877
H -1.838 -4.075 -1.498
H -0.667 -4.164 -2.733
H -1.462 -6.554 -2.211
H -1.453 -6.097 -0.500
H 1.194 -6.404 -2.104
H 0.843 -7.257 -0.730
H 0.904 -3.257 -1.469
H 0.028 -3.384 0.013
*
```

Values from the calculation:
Gap between HOMO and LUMO (alpha / beta) (eV): 9.2 / 3.2
Expectation value of S²: 0.75
HOMO level (alpha / beta) (eV): -11.77 / -11.77
LUMO energy (alpha / beta) (eV): -2.590 / -8.559